# 1
A single C11H20N2O3 molecule at a distorted geometry, computed with wB97M-V/def2-TZVPD.

strongest force on any atom: 2.0 eV Å⁻¹
LUMO level: 0.6 eV
SMILES: CC(C)C[C@H](NC(=O)[C@@H]1CCCN1)C(=O)O
spin multiplicity: 1

Each line ends with the Mulliken charge.
Cartesian coordinates (Å):
C (3.1206, -1.5793, -0.4854)  -0.734
H (-0.4171, 0.9002, 2.0622)  0.325
C (-2.5605, -0.7932, -0.1928)  1.051
H (3.2799, -1.9678, 0.5541)  0.253
H (-2.5161, 0.8549, 1.2408)  0.346
H (-0.4403, 4.1330, 0.3598)  0.401
H (1.4062, -0.7632, -1.6428)  0.494
H (1.5927, 1.2946, -0.8177)  0.139
H (-4.6534, -0.4927, 0.2810)  0.390
C (4.0984, -0.4512, -0.7448)  -0.624
H (-1.2576, -1.8198, 1.2149)  0.280
C (-2.3277, -1.8355, 0.8901)  -1.406
H (3.7289, 0.6830, 0.9465)  0.414
H (-2.9313, -1.5995, 1.8136)  0.314
H (-2.5806, -2.8601, 0.6235)  0.388
C (-4.0437, -0.6695, -0.5615)  -1.762
H (0.9091, -1.4545, -0.0908)  -0.047
H (-4.3271, 0.0420, -1.3501)  0.415
H (5.0794, -0.6811, -0.3447)  0.387
O (-0.0873, 2.7624, -1.5490)  -0.578
H (3.0672, -2.3680, -1.1849)  0.468
H (4.1759, -0.1112, -1.8343)  0.254
C (2.0109, 0.5549, -0.1317)  0.019
C (-2.1697, 0.6831, 0.1783)  -1.265
C (-0.4134, 2.4109, -0.4298)  -0.181
C (-0.6702, 0.9414, -0.0221)  0.908
O (2.1701, 0.7570, 2.2303)  -0.700
H (-2.7123, 1.4185, -0.5069)  0.296
C (1.7396, -0.8618, -0.6299)  -0.383
O (-0.5879, 3.2328, 0.6175)  -0.445
H (-4.3832, -1.5876, -0.9960)  0.470
N (3.4984, 0.6978, -0.0451)  -0.581
H (-1.9909, -1.0941, -1.1099)  0.201
C (1.4253, 0.6690, 1.2597)  0.412
N (0.0477, 0.6180, 1.2239)  0.010
H (-0.2799, 0.3365, -0.8258)  0.071

Cartesian forces (eV/Å) of the 3 atoms listed first:
C -1.2244 0.7382 0.5162
H -0.2057 0.0827 0.4824
C -0.5673 1.2779 -1.1223

***

# 2
A molecular structure, C32H34Cl3N5O3RhSe at a distorted geometry, computed with wB97M-V/def2-TZVPD.

total charge: +1
strongest force on any atom: 1.1 eV Å⁻¹
LUMO level (spin up / spin down): -4.3 / -4.3 eV
spin multiplicity: 1

Each line ends with the Mulliken charge.
Cartesian coordinates (Å):
C (-2.6826, 5.5772, 1.7918)  0.015
N (0.5151, -0.8321, -0.7845)  0.524
H (-2.4133, -0.5215, 2.8527)  0.186
H (-3.0995, 6.5735, 1.9491)  0.478
C (1.8494, 1.7345, 3.2087)  -0.232
H (-0.9873, 5.3023, -3.5331)  0.383
C (-1.6818, 2.0853, 2.4201)  -1.273
C (-1.8474, 4.1549, 6.4373)  -0.910
C (-0.0332, -0.7431, -1.9587)  -0.641
H (1.3144, -6.7347, 1.1474)  0.390
C (-5.5331, 1.1016, 2.9502)  -0.681
H (-4.1240, 0.6172, 1.3942)  0.183
H (0.5727, -4.6149, 0.1021)  0.437
H (-1.0867, 6.0708, 3.1382)  0.365
H (2.7970, -6.6807, 3.1228)  0.386
H (-5.7318, 0.8227, 3.9900)  0.265
H (-4.6990, -0.7710, 2.2806)  0.510
C (1.1986, -2.1086, 0.8811)  0.701
C (-1.5949, 3.3820, 4.2211)  0.381
C (-0.3582, 0.4821, -2.5997)  0.898
H (-1.2362, 3.6765, -4.5747)  0.323
H (-6.2779, 3.1333, 3.0597)  0.472
H (-3.3685, -0.0915, 4.2684)  0.525
N (-2.4085, 1.4871, 3.3744)  1.053
H (-0.4145, 3.8771, 1.0971)  0.450
H (-5.0633, 2.8864, 1.8099)  0.225
C (-2.9328, 2.0827, 5.7806)  -0.955
H (2.7709, -2.3992, 3.0160)  0.481
O (0.8427, 1.8738, -1.0463)  -0.963
H (-0.1956, -1.6839, -2.4766)  0.424
Cl (0.9783, 1.4219, 5.6738)  -0.072
C (-2.3734, 2.2681, 4.5192)  0.781
C (2.8781, -4.5400, 3.1968)  -0.590
H (-3.0650, 2.9371, 7.7247)  0.447
H (-6.4296, 0.8242, 2.3927)  0.405
C (-5.3484, 2.6135, 2.8295)  -0.786
C (1.2150, -4.6044, 0.9714)  -0.338
C (-0.2757, 2.9125, -2.8302)  0.991
C (-4.3784, 0.2668, 2.3980)  -0.272
H (-1.6446, 4.8777, 7.2153)  0.475
Se (-1.4563, 1.3968, 0.6769)  -0.043
C (-0.4867, 4.2679, 2.1133)  -0.917
C (2.2766, 1.9394, 4.5993)  0.803
Cl (2.6488, 3.6547, 4.8171)  -0.076
H (-3.2134, 4.9232, 2.4911)  -0.145
C (-1.4128, 1.5446, -4.4842)  -0.990
Cl (3.7165, 0.9524, 4.8619)  -0.080
C (-0.0066, 5.2577, -3.0605)  -0.960
O (1.1459, -1.0606, 1.6513)  -0.798
N (0.8911, -2.0976, -0.3713)  -1.032
C (-2.6547, 3.0432, 6.7302)  -0.849
H (-1.4043, -0.5621, -4.1734)  0.394
C (1.6213, -3.3844, 1.5033)  0.429
C (2.4665, -5.7558, 2.6691)  -0.392
H (-0.6645, 6.2754, 1.4602)  0.549
O (0.1789, 4.0725, -2.3003)  -0.271
C (0.0908, 1.7335, -2.0922)  0.997
H (-0.6784, 5.1984, 4.9749)  0.426
C (-2.9390, 5.1394, 0.3591)  -1.189
C (2.4535, -3.3549, 2.6189)  -0.409
C (-1.1013, 0.4096, -3.8064)  -1.000
H (-1.9725, 1.5014, -5.4075)  0.409
C (-0.9904, 2.8003, -3.9946)  -0.670
H (3.5329, -4.5186, 4.0576)  0.395
C (-1.3076, 4.3469, 5.1837)  -0.855
H (-2.6329, 4.1090, 0.1709)  0.159
H (0.0681, 6.0872, -2.3666)  0.224
N (1.5044, 1.5530, 2.1344)  -0.013
C (1.6348, -5.7866, 1.5580)  -0.644
H (0.5241, 4.3649, 2.5102)  0.188
C (-1.2009, 5.6213, 2.1519)  -0.947
H (-4.5906, 3.0042, 3.5090)  0.022
H (-3.5542, 1.2303, 6.0146)  0.421
H (-2.3764, 5.7758, -0.3233)  0.299
H (0.7727, 5.3448, -3.8205)  0.369
N (-1.2094, 3.2535, 2.8943)  2.170
C (-3.1179, 0.2080, 3.2516)  -1.073
H (-3.9956, 5.2245, 0.1045)  0.438
Rh (0.7866, 0.5677, 0.5182)  0.220

Cartesian forces (eV/Å) of the 3 atoms listed first:
C 0.0151 -0.0491 0.0439
N -0.5009 -0.1142 -0.2536
H 0.0111 0.0380 -0.0380

***

# 3
A molecular structure, AgH28O18P at a distorted geometry, computed with wB97M-V/def2-TZVPD.

total charge: -2
strongest force on any atom: 16.1 eV Å⁻¹
LUMO level: 5.0 eV
spin multiplicity: 1

Each line ends with the Mulliken charge.
Cartesian coordinates (Å):
O (-3.3717, -4.6445, -15.9484)  -0.762
O (-2.1045, -3.4461, -13.4681)  0.513
H (-1.0443, -5.5103, -15.8179)  0.418
O (-3.5854, -5.2762, -12.7978)  -0.873
H (-2.1581, -6.6126, -12.9906)  0.536
H (-0.9417, -1.1292, -12.8564)  0.844
H (-2.0911, -3.0539, -12.0910)  0.346
H (0.5571, -5.0768, -14.4229)  0.294
O (-1.4064, -6.7707, -13.5058)  -0.725
H (0.6369, -1.6376, -13.1615)  0.049
H (1.4636, -0.2865, -13.6191)  0.259
H (-0.0184, -2.3081, -11.8280)  0.567
O (0.9946, -5.9505, -14.6075)  -0.676
O (1.8202, -3.9919, -12.4705)  -0.687
H (-1.1127, -5.7106, -17.2548)  0.379
H (0.0896, -3.7319, -17.2852)  0.364
H (-1.3690, -5.8849, -13.9612)  0.157
O (0.2357, -2.1978, -10.9016)  -0.790
H (2.8459, -3.8474, -15.4149)  0.341
H (1.5993, -3.1410, -14.7249)  0.442
H (-2.7970, -1.5954, -17.2214)  0.263
H (-2.9173, -4.5662, -13.0659)  0.259
O (1.2724, -0.9126, -12.9155)  -0.676
H (-4.4622, -1.8499, -14.2659)  0.310
H (0.3931, -1.2549, -10.8908)  0.413
H (-2.8710, -4.4265, -16.7498)  0.327
H (2.0865, -3.1436, -12.2211)  0.390
O (-1.0315, -6.2202, -16.4797)  -0.716
H (-2.7607, -0.6237, -16.0980)  0.281
H (-2.3099, -0.8974, -12.9942)  0.449
Ag (-0.5700, -4.4853, -12.3472)  0.534
H (-1.3355, -2.5413, -10.8859)  0.695
P (-1.1723, -3.0341, -14.5265)  -1.287
H (-2.6651, -4.7513, -15.2456)  0.285
H (0.5227, -6.1099, -15.4280)  0.709
H (1.1692, -3.8264, -13.2328)  0.003
H (-3.3335, -5.4058, -11.8881)  0.281
O (-2.1576, -1.2243, -16.5690)  -0.547
O (-1.2000, -4.5052, -14.5979)  0.439
O (2.5290, -2.9750, -15.1087)  -0.746
O (-1.5625, -0.3636, -12.8402)  -0.825
O (-2.2083, -2.9258, -11.0994)  -0.875
O (-3.7632, -1.5853, -13.6485)  -0.820
H (-3.1634, -2.3887, -13.6781)  0.137
O (0.9060, -4.0137, -16.9347)  -0.741
H (0.8929, -3.7366, -16.0246)  0.279
O (0.2088, -3.5387, -14.2486)  -0.455
O (-0.5040, -2.5289, -13.1855)  -1.362

Cartesian forces (eV/Å) of the 3 atoms listed first:
O -0.3786 0.2008 -0.2720
O -13.5641 1.2203 5.5999
H -0.2916 0.1508 0.5880

***

# 4
A molecular structure, C15H13CoN2S at a distorted geometry, computed with wB97M-V/def2-TZVPD.

total charge: +2
strongest force on any atom: 1.3 eV Å⁻¹
LUMO level (spin up / spin down): -10.0 / -10.0 eV
spin multiplicity: 1

Each line ends with the Mulliken charge.
Cartesian coordinates (Å):
H (5.3522, -2.0026, 0.1227)  0.379
H (3.8024, -3.5230, 3.6071)  0.387
C (-4.4398, 0.1667, -2.2650)  -0.201
C (-0.7089, -0.5638, 0.2205)  -0.382
H (-5.1862, 2.2284, -1.8726)  0.480
C (3.1568, -0.5357, 2.2046)  -0.013
H (-2.9283, -1.3292, -2.9870)  0.509
C (0.8949, 0.7609, 1.4209)  1.045
S (2.2547, 0.9850, 2.4247)  -0.071
C (0.1757, 1.9136, 1.0186)  -0.876
N (-1.4046, 0.5471, -0.1549)  -0.654
H (-1.1127, -1.5127, -0.1028)  0.492
C (3.8294, -2.6982, 2.9053)  -0.332
C (-4.4570, 1.5814, -2.3396)  -0.281
H (-1.5785, 0.8268, -3.8736)  0.465
H (4.0941, 0.1319, 0.3740)  0.423
H (-1.5044, 2.6466, -0.0522)  0.393
H (0.4994, 2.9019, 1.3151)  0.452
C (0.4051, -0.4980, 0.9978)  -0.671
C (-0.9352, 1.7663, 0.2512)  -0.025
Co (-2.7540, 0.8994, -1.3777)  0.351
C (-3.2885, 1.9977, -3.0125)  -0.372
H (0.9082, -1.4095, 1.2890)  0.456
C (-2.5402, 0.8377, -3.3818)  -0.151
N (4.6076, -2.8522, 1.8398)  -0.497
C (3.0775, -1.5519, 3.1424)  -0.064
H (2.4735, -1.4585, 4.0349)  0.410
C (3.9839, -0.6633, 1.0987)  0.044
C (-3.2484, -0.3010, -2.9081)  -0.278
H (-2.9645, 3.0188, -3.1605)  0.489
H (-5.1537, -0.4576, -1.7462)  0.493
C (4.6896, -1.8531, 0.9668)  -0.401

Cartesian forces (eV/Å) of the 3 atoms listed first:
H -0.0005 -0.0053 0.0002
H -0.0027 0.0007 0.0007
C 0.0763 -0.0915 -0.0429

***

# 5
A molecular structure, C22H19F6N4NaO4 at a distorted geometry, computed with wB97M-V/def2-TZVPD.

total charge: -2
strongest force on any atom: 1.5 eV Å⁻¹
LUMO level: 4.1 eV
spin multiplicity: 1

Each line ends with the Mulliken charge.
Cartesian coordinates (Å):
C (-2.4197, -1.3120, 1.3659)  -0.016
C (3.2306, 2.0413, 1.6160)  0.129
H (-2.8599, 0.6525, 4.1553)  0.266
N (-3.1196, 2.9501, -0.0366)  0.219
C (2.0306, 1.1673, 1.3921)  0.425
C (0.1556, -0.0227, -3.6606)  1.246
H (5.0559, 3.3269, 4.1986)  0.340
F (0.2804, -2.2640, -4.5819)  -0.275
H (-4.7102, 4.2669, 0.1290)  0.302
O (0.1117, -0.4629, -2.4049)  -1.110
H (-4.0426, -2.3848, 0.4472)  0.370
C (-2.1211, -0.4262, 2.4779)  1.133
H (1.0064, 1.6817, -4.8190)  0.340
C (-1.2894, 0.2246, -4.1916)  0.514
C (-2.1089, 3.8902, -0.1072)  -0.455
Na (-0.0560, -0.4634, -0.4152)  1.247
F (0.9581, -0.6885, -5.8857)  -0.312
O (-1.5551, -1.6663, 0.5116)  -0.922
F (2.1326, -1.2419, -4.1633)  -0.271
C (-0.9482, 3.1774, -0.2145)  -0.785
N (1.3217, 0.7931, 2.3950)  -0.696
C (3.6535, 2.3172, 2.9137)  -0.380
H (6.2884, 4.3351, 2.2714)  0.319
C (-2.5252, 1.7319, -0.1043)  -0.840
O (1.7648, 0.8509, 0.1195)  -0.399
H (3.0866, 1.8689, 3.7225)  0.406
C (-3.7943, -1.7334, 1.2784)  -0.374
C (0.8684, -1.0574, -4.5810)  0.487
N (0.2581, -0.0568, 2.0241)  -0.086
H (0.0683, 3.5426, -0.2867)  0.417
N (-1.2218, 1.8276, -0.2075)  0.503
C (-3.1309, -0.0369, 3.3574)  -0.532
C (-0.8006, 0.2020, 2.6790)  -0.613
O (3.5534, 2.3834, -0.7226)  -0.920
C (5.0370, 3.4413, 0.7947)  -0.592
H (1.9182, 1.1604, -3.3710)  0.412
C (-4.4466, -0.4688, 3.2487)  -0.682
F (-1.3452, 0.7094, -5.4591)  -0.326
F (-1.9097, 1.1360, -3.4209)  -0.229
C (4.7465, 3.1302, 3.1792)  -0.729
H (5.5615, 3.8752, -0.0495)  0.370
H (-5.2032, -0.1464, 3.9534)  0.360
H (-5.0967, 2.7711, -0.7290)  0.305
H (-3.0907, 0.8065, -0.0464)  0.511
H (0.4098, 2.0512, -3.1757)  0.311
C (3.9247, 2.6017, 0.4968)  0.505
C (-4.5414, 3.1928, 0.1083)  -0.894
H (-5.7750, -1.6852, 2.0618)  0.330
C (5.4323, 3.6916, 2.0930)  -0.262
H (-4.9177, 2.7611, 1.0355)  0.322
H (2.4896, 1.3640, -0.4469)  0.333
C (0.9234, 1.3118, -3.7925)  -1.726
H (-2.3158, 4.9484, -0.0686)  0.403
H (-0.7527, 0.9970, 3.4288)  0.288
C (-4.7555, -1.3314, 2.1832)  -0.400
F (-2.0597, -0.8742, -4.1824)  -0.288

Cartesian forces (eV/Å) of the 3 atoms listed first:
C 0.2899 0.0052 0.0375
C -0.2363 -0.1620 0.1133
H -0.0180 -0.0277 -0.0078

***

# 6
2 unconnected molecules or ions with the total composition CH2NO2 at a distorted geometry, computed with wB97M-V/def2-TZVPD.

total charge: -1
strongest force on any atom: 3.7 eV Å⁻¹
LUMO level (spin up / spin down): 4.6 / 4.5 eV
spin multiplicity: 1

Each line ends with the Mulliken charge.
Cartesian coordinates (Å):
O (-2.0725, -0.3482, -0.6967)  -0.406
O (1.1633, 0.6501, -1.2893)  -0.564
C (0.3219, 0.0906, -0.5372)  -0.040
H (0.5870, -0.9501, -0.2599)  0.180
H (-0.0814, 0.7951, 0.2008)  0.169
N (-2.8485, -0.4478, -1.6437)  -0.338

Cartesian forces (eV/Å) of the 3 atoms listed first:
O 0.1444 -0.0131 -0.1204
O -1.4581 -0.9220 -0.0924
C 3.3563 1.6632 0.1771

***

- Which value of strongest force on any atom does entry 4 give?
  1.3 eV Å⁻¹